(1)
Computed, not measured: the molecule C3H2ClFN2S at a distorted geometry, with ωB97M-V/def2-TZVPD.

Positions of all 10 atoms, in Å:
F1 1.737 2.118 -0.204
C1 0.853 1.092 0.030
N1 -0.449 1.144 0.027
C2 -0.909 -0.156 0.110
S1 -2.648 -0.606 -0.196
N2 0.165 -0.900 0.079
C3 1.428 -0.259 0.126
Cl1 2.738 -1.254 -0.162
H1 -2.935 0.762 -0.074
H2 0.020 -1.940 0.264

Computed properties:
SMILES	Fc1nc(S)[nH]c1Cl
multiplicity	1
ΔE to the lowest compared entry with this formula, charge and spin	134.0	kJ/mol
highest occupied orbital energy	-8.26	eV
calculated total energy	-32197.1057	eV

(2)
Computed, not measured: a structure of composition ClH6O3Zn at a distorted geometry, with ωB97M-V/def2-TZVPD.

Positions of all 11 atoms, in Å:
Zn1 -1.341 -0.578 -1.410
Cl1 0.287 -0.160 -0.403
O1 -0.948 1.136 1.679
H1 -0.540 0.384 1.251
H2 -1.860 1.111 1.389
O2 1.261 2.141 -0.673
H3 1.163 1.223 -0.420
H4 1.010 2.165 -1.596
O3 0.321 -2.667 0.400
H5 0.275 -3.034 -0.483
H6 0.372 -1.721 0.265

Computed properties:
multiplicity	1
ΔE to the lowest compared entry with this formula, charge and spin	398.5	kJ/mol
highest occupied orbital energy	-14.89	eV
calculated total energy	-67167.7175	eV
net charge	+1

(3)
Computed, not measured: a cluster of 16 separate species, C21H19BCl60NO5PSi in total at a distorted geometry, with ωB97M-V/def2-TZVPD.

Positions of all 109 atoms, in Å:
C1 0.249 1.176 2.464
C2 0.074 1.723 0.994
C3 -1.368 1.418 0.466
O1 -2.153 2.575 0.243
C4 -3.179 2.728 1.222
Si1 -4.744 1.640 0.925
C5 -4.859 0.308 2.333
O2 -4.759 -1.002 1.773
C6 -5.896 -1.809 2.081
B1 -4.767 0.722 -0.811
O3 -3.707 0.676 -1.727
O4 -5.975 0.057 -1.210
P1 -6.625 2.830 1.108
N1 -6.266 4.110 2.281
O5 -6.795 3.572 -0.426
H1 -0.294 0.224 2.575
H2 1.314 0.944 2.666
H3 -0.041 1.955 3.189
H4 0.323 2.795 0.989
H5 0.793 1.137 0.389
H6 -1.276 0.913 -0.517
H7 -1.824 0.680 1.155
H8 -2.796 2.637 2.267
H9 -3.518 3.784 1.145
H10 -5.779 0.462 2.934
H11 -4.013 0.548 3.013
H12 -5.634 -2.433 2.961
H13 -6.807 -1.233 2.318
H14 -6.073 -2.455 1.206
H15 -4.056 0.757 -2.621
H16 -6.132 -0.697 -0.640
H17 -6.726 4.966 1.984
H18 -6.676 3.829 3.164
H19 -6.938 2.862 -1.054
C7 -3.078 1.081 -6.178
Cl1 -4.556 0.990 -5.196
Cl2 -2.078 2.429 -5.617
Cl3 -2.172 -0.431 -6.024
Cl4 -3.518 1.334 -7.875
C8 -6.673 -5.729 -1.308
Cl5 -5.482 -6.594 -0.323
Cl6 -6.669 -6.384 -2.954
Cl7 -8.283 -5.929 -0.596
Cl8 -6.260 -4.007 -1.358
C9 4.706 2.636 2.739
Cl9 4.448 0.898 2.961
Cl10 5.762 3.244 4.023
Cl11 5.457 2.928 1.162
Cl12 3.149 3.480 2.809
C10 4.147 4.951 -2.381
Cl13 4.803 6.425 -3.112
Cl14 2.964 4.221 -3.478
Cl15 5.463 3.802 -2.085
Cl16 3.359 5.352 -0.846
C11 -2.540 -2.077 5.016
Cl17 -1.343 -2.973 5.966
Cl18 -2.668 -2.792 3.400
Cl19 -4.116 -2.159 5.823
Cl20 -2.032 -0.385 4.882
C12 -2.416 -3.414 -2.499
Cl21 -0.908 -3.937 -3.272
Cl22 -2.139 -3.179 -0.763
Cl23 -2.952 -1.893 -3.224
Cl24 -3.661 -4.650 -2.746
C13 4.288 3.849 8.033
Cl25 2.792 3.793 8.982
Cl26 5.296 5.190 8.601
Cl27 5.169 2.324 8.232
Cl28 3.897 4.083 6.322
C14 -2.381 -4.129 -8.365
Cl29 -0.878 -4.651 -9.143
Cl30 -2.104 -3.917 -6.629
Cl31 -2.904 -2.588 -9.067
Cl32 -3.636 -5.353 -8.617
C15 4.519 4.782 12.618
Cl33 2.999 3.871 12.641
Cl34 5.766 3.831 11.791
Cl35 4.276 6.316 11.763
Cl36 5.033 5.110 14.281
C16 1.773 0.389 -7.142
Cl37 3.270 -0.155 -7.918
Cl38 2.060 0.644 -5.413
Cl39 1.242 1.910 -7.881
Cl40 0.514 -0.837 -7.352
C17 9.544 3.158 -1.235
Cl41 8.066 3.090 -0.258
Cl42 10.556 4.503 -0.681
Cl43 10.435 1.637 -1.063
Cl44 9.116 3.403 -2.938
C18 5.747 -1.458 9.229
Cl45 6.806 -0.231 8.513
Cl46 6.583 -3.019 9.251
Cl47 5.334 -0.982 10.885
Cl48 4.267 -1.591 8.266
C19 -6.900 -3.585 -10.742
Cl49 -5.411 -4.105 -11.546
Cl50 -6.605 -3.386 -9.005
Cl51 -7.431 -2.040 -11.429
Cl52 -8.161 -4.805 -10.989
C20 13.130 -1.565 -1.217
Cl53 11.656 -1.641 -0.238
Cl54 14.137 -0.217 -0.662
Cl55 14.029 -3.083 -1.051
Cl56 12.697 -1.317 -2.916
C21 1.526 -7.373 -4.339
Cl57 -0.104 -8.060 -4.445
Cl58 2.621 -8.283 -5.393
Cl59 1.484 -5.679 -4.854
Cl60 2.099 -7.467 -2.666

Computed properties:
multiplicity	1
highest occupied orbital energy	-7.50	eV
calculated total energy	-802996.5602	eV

(4)
Computed, not measured: the molecule C3H9NO2 at a distorted geometry, with ωB97M-V/def2-TZVPD.

Positions of all 15 atoms, in Å:
C1 -1.889 0.420 -0.319
C2 1.123 0.427 0.112
C3 1.760 -0.839 -0.179
H1 -0.260 -0.423 -0.961
H2 -3.015 0.192 -0.136
H3 -1.634 1.271 0.380
H4 -1.927 0.837 -1.401
H5 -0.338 1.029 1.715
H6 -0.216 -0.623 1.378
H7 2.312 -0.622 -1.110
H8 1.128 -1.724 -0.503
H9 2.546 -1.010 0.708
N1 -0.077 0.214 0.818
O1 -0.993 -0.620 -0.167
O2 1.478 1.471 -0.336

Computed properties:
multiplicity	1
ΔE to the lowest compared entry with this formula, charge and spin	949.2	kJ/mol
highest occupied orbital energy	-6.37	eV
calculated total energy	-8833.1179	eV